Entry 1:
Density functional theory data (ωB97M-V/def2-TZVPD) for a molecular structure, C5H8O2.

Calculated values
HOMO	-8.835	eV
lowest unoccupied orbital energy	0.0094	Ha
orbital gap	9.090	eV

Atoms and positions in Å:
C -1.837 -0.208 -0.214
C -0.794 0.744 -0.260
O -0.249 0.468 1.709
C 0.973 0.219 1.051
C 1.051 -0.996 0.139
C 0.667 0.361 -0.408
O 1.400 1.025 -1.397
H -1.296 -0.220 1.017
H -2.873 0.132 -0.254
H -1.649 -1.195 -0.642
H -0.997 1.815 -0.239
H 1.881 0.608 1.516
H 2.068 -1.294 -0.122
H 0.340 -1.818 0.228
H 1.406 0.452 -2.190


Entry 2:
Density functional theory data (ωB97M-V/def2-TZVPD) for 2 unconnected molecules or ions with the total composition C14H27ClN5O4S at a distorted geometry.

Calculated values
HOMO	-11.203	eV
lowest unoccupied orbital energy	-0.1679	Ha
net charge	+1
orbital gap	6.634	eV

Atoms and positions in Å:
C 0.936 6.976 -2.869
C 1.097 7.090 -1.358
C 1.688 5.814 -0.751
Cl 3.112 6.171 0.264
N 0.682 5.094 -0.013
C 0.840 3.818 0.322
N 1.915 3.070 0.022
C 1.675 1.884 0.554
C 2.639 0.744 0.490
O 2.089 -0.483 0.110
C 1.189 -0.437 -0.997
N 0.490 1.848 1.163
N -0.055 3.093 1.017
N -1.281 3.515 1.477
C -1.727 2.937 2.486
S -2.215 1.907 3.507
H 0.180 7.658 -3.237
H 1.862 7.238 -3.370
H 0.667 5.973 -3.188
H 1.805 7.884 -1.163
H 0.168 7.365 -0.865
H 2.015 5.182 -1.563
H -0.165 5.550 0.285
H 3.470 1.065 -0.134
H 3.029 0.616 1.498
H 1.135 -1.441 -1.392
H 1.532 0.230 -1.785
H 0.188 -0.184 -0.658
H 0.100 1.031 1.612
C -1.232 -1.505 1.775
O -0.861 -2.726 1.209
C -0.533 -3.705 2.192
C -0.581 -5.096 1.603
O -1.889 -5.622 1.474
C -2.689 -5.129 0.407
C -2.296 -5.663 -0.951
O -1.161 -4.975 -1.453
C -0.477 -5.723 -2.436
H -0.396 -1.079 2.360
H -1.485 -0.824 0.960
H -2.109 -1.609 2.425
H -1.233 -3.643 3.033
H 0.484 -3.502 2.556
H -0.076 -5.762 2.305
H -0.038 -5.139 0.657
H -2.718 -4.037 0.404
H -3.697 -5.486 0.624
H -3.131 -5.516 -1.650
H -2.087 -6.735 -0.870
H -0.111 -6.670 -2.024
H 0.375 -5.133 -2.767
H -1.122 -5.928 -3.298


Entry 3:
Density functional theory data (ωB97M-V/def2-TZVPD) for a molecular structure, C45H37Cl2N6O3P2S2TeY at a distorted geometry.

Calculated values
HOMO	-5.064	eV
lowest unoccupied orbital energy	-0.0102	Ha
orbital gap	4.788	eV

Atoms and positions in Å:
Y 2.406 -0.478 -0.997
N -1.426 -2.266 -3.056
C -0.479 -1.971 -2.169
N 0.616 -1.359 -2.428
C 0.853 -0.922 -3.771
N 1.864 -0.191 -4.046
N 2.614 0.218 -2.995
C 3.763 1.009 -3.260
C 4.461 1.453 -2.195
C 5.692 2.218 -2.313
C 6.343 2.627 -1.214
C 5.816 2.327 0.107
C 4.671 1.623 0.194
N 3.967 1.140 -0.893
C -0.098 -1.323 -4.817
C 0.078 -1.045 -6.168
C -0.884 -1.409 -7.098
C -2.042 -2.066 -6.692
C -2.230 -2.357 -5.351
C -1.264 -1.983 -4.432
H -2.282 -2.681 -2.733
H -0.678 -2.302 -1.158
H 4.060 1.207 -4.280
H 6.062 2.446 -3.307
H 7.262 3.195 -1.310
H 6.316 2.659 1.008
H 4.243 1.409 1.163
H 0.984 -0.531 -6.470
H -0.733 -1.173 -8.146
H -2.792 -2.362 -7.416
H -3.130 -2.866 -5.016
Te 0.639 1.321 3.300
C -1.014 2.393 4.048
C -0.832 3.708 4.461
C -1.913 4.400 4.995
N -3.137 3.877 5.127
C -3.295 2.613 4.720
C -2.276 1.839 4.184
C -0.537 0.243 1.851
P -0.424 -1.443 2.217
C -1.833 -2.386 1.521
C -3.103 -1.824 1.669
C -4.230 -2.480 1.191
C -4.101 -3.701 0.542
C -2.846 -4.272 0.387
C -1.720 -3.625 0.884
C -0.451 -1.807 3.996
C -1.655 -1.950 4.685
C -1.655 -2.129 6.063
C -0.457 -2.190 6.757
C 0.746 -2.086 6.068
C 0.751 -1.890 4.697
P 0.010 0.721 0.124
C -1.438 0.690 -1.033
C -2.742 0.384 -0.686
C -3.771 0.462 -1.628
C -3.497 0.872 -2.922
C -2.191 1.213 -3.273
C -1.174 1.123 -2.338
C 0.056 2.566 0.198
C -1.008 3.285 0.743
C -0.981 4.670 0.739
C 0.100 5.347 0.175
C 1.149 4.635 -0.381
C 1.130 3.243 -0.369
H 0.132 4.200 4.357
H -1.795 5.429 5.321
H -4.291 2.196 4.838
H -2.470 0.817 3.878
H -3.200 -0.854 2.137
H -5.207 -2.027 1.314
H -4.980 -4.210 0.163
H -2.742 -5.229 -0.113
H -0.756 -4.103 0.779
H -2.598 -1.940 4.163
H -2.598 -2.222 6.590
H -0.457 -2.330 7.833
H 1.688 -2.149 6.599
H 1.699 -1.815 4.182
H -2.967 0.103 0.329
H -4.787 0.213 -1.337
H -4.293 0.937 -3.656
H -1.965 1.544 -4.280
H -0.158 1.382 -2.627
H -1.854 2.756 1.170
H -1.802 5.225 1.181
H 0.117 6.431 0.170
H 1.991 5.158 -0.821
H 1.965 2.686 -0.786
O 3.525 -1.850 2.993
S 2.938 -1.481 1.747
O 3.686 -1.826 0.535
O 2.439 -0.116 1.612
S 1.192 -2.685 1.450
Cl 2.647 -3.450 -1.721
C 4.341 -3.389 -2.282
Cl 4.929 -1.728 -2.243
H 4.358 -3.739 -3.302
H 4.940 -4.000 -1.625


Entry 4:
Density functional theory data (ωB97M-V/def2-TZVPD) for a molecular structure, C29H31FeN7O7 at a distorted geometry.

Calculated values
HOMO (alpha / beta)	-13.693 / -13.690	eV
lowest unoccupied orbital energy (alpha / beta)	-0.2813 / -0.2811	Ha
net charge	+2
orbital gap (alpha / beta)	6.039 / 6.040	eV

Atoms and positions in Å:
Fe -1.141 -0.569 -0.869
C 4.693 -4.067 0.471
C 3.628 -3.131 -0.018
C 3.906 -1.938 -0.624
C 2.897 -1.093 -1.160
C 3.185 0.111 -1.827
N 4.189 0.945 -1.637
C 5.115 1.046 -0.494
C 4.544 1.762 0.740
C 3.999 3.183 0.565
N 2.766 3.172 -0.237
C 1.636 2.576 0.059
C 1.039 2.329 1.312
C 1.141 3.194 2.431
C 0.220 3.135 3.449
C 0.272 4.058 4.631
C -0.849 2.211 3.323
C -0.977 1.332 2.269
C -2.105 0.395 2.200
N -2.358 -0.404 1.232
C -3.495 -1.307 1.425
C -3.058 -2.756 1.244
C -2.477 -3.014 -0.139
N -1.150 -2.401 -0.308
C -0.120 -3.141 -0.185
C 1.242 -2.692 -0.385
C 2.265 -3.471 0.106
C 1.514 -1.490 -1.123
O 0.606 -0.809 -1.696
C 0.055 1.296 1.294
O 0.153 0.385 0.420
H 4.526 -4.341 1.513
H 5.681 -3.615 0.395
H 4.702 -4.987 -0.115
H 4.944 -1.680 -0.781
H 2.482 0.418 -2.597
H 4.243 1.703 -2.300
H 6.017 1.532 -0.863
H 5.399 0.052 -0.177
H 5.357 1.810 1.467
H 3.768 1.137 1.192
H 4.704 3.826 0.038
H 3.817 3.641 1.534
H 2.867 3.465 -1.197
H 1.061 2.284 -0.817
H 1.898 3.969 2.450
H 1.187 4.647 4.632
H 0.234 3.497 5.566
H -0.572 4.749 4.628
H -1.602 2.191 4.106
H -2.746 0.380 3.086
H -4.254 -1.062 0.679
H -3.935 -1.166 2.415
H -3.923 -3.405 1.387
H -2.326 -3.027 2.009
H -3.130 -2.593 -0.904
H -2.394 -4.081 -0.342
H -0.263 -4.188 0.082
H 2.008 -4.403 0.602
O -5.573 -1.319 -5.188
C -6.173 -0.576 -4.285
O -7.330 -0.258 -4.353
C -5.372 -0.084 -3.108
C -5.953 0.772 -2.197
N -5.034 1.034 -1.256
N -3.878 0.394 -1.475
C -4.063 -0.284 -2.606
C -2.946 -1.105 -3.169
O -3.081 -1.614 -4.270
O -1.878 -1.281 -2.469
H -4.622 -1.474 -4.965
H -6.952 1.176 -2.177
H -5.143 1.624 -0.447
O -1.633 2.234 -1.051
N -1.453 1.156 -1.146


Entry 5:
Density functional theory data (ωB97M-V/def2-TZVPD) for a molecular structure, C2H12BeF6NO10S2 at a distorted geometry.

Calculated values
HOMO	-12.907	eV
lowest unoccupied orbital energy	-0.3671	Ha
net charge	+1
orbital gap	2.918	eV

Atoms and positions in Å:
Be 0.928 -0.651 -1.172
C -0.201 3.729 1.490
F -0.313 5.070 1.238
F 0.781 3.162 0.725
F 0.132 3.528 2.760
S -1.890 2.779 1.016
O -3.111 3.563 1.410
O -1.660 2.529 -0.363
N -1.552 1.158 1.560
S -2.456 1.084 2.750
O -2.226 2.182 3.747
O -3.829 0.742 2.333
C -1.995 -0.597 3.700
F -2.653 -1.662 3.010
F -0.708 -0.893 3.705
F -2.471 -0.536 4.951
O 3.261 0.072 2.178
H 3.480 0.986 2.363
H 3.552 -0.406 2.954
O -2.807 -1.852 -2.678
H -2.904 -2.232 -3.551
H -3.171 -2.511 -2.087
O -0.270 -3.959 0.461
H -0.892 -3.709 1.144
H -0.379 -4.906 0.372
O 1.317 -2.669 -4.436
H 2.131 -2.505 -4.912
H 0.849 -3.307 -4.974
O 4.719 -1.212 -1.850
H 5.229 -1.467 -2.618
H 5.372 -0.916 -1.216
O 1.271 1.563 -4.363
H 1.989 1.966 -4.851
H 0.478 1.879 -4.796


Entry 6:
Density functional theory data (ωB97M-V/def2-TZVPD) for a single C5H6O molecule.

Calculated values
HOMO	-9.610	eV
lowest unoccupied orbital energy	0.0324	Ha
structure (SMILES)	CC#CCC=O
orbital gap	10.491	eV

Atoms and positions in Å:
C 2.448 -0.307 0.298
C 1.117 0.273 0.168
C -0.040 0.602 0.140
C -1.498 0.690 0.161
C -2.089 -0.407 -0.711
O -3.065 -1.040 -0.402
H 2.793 -0.236 1.334
H 3.187 0.157 -0.358
H 2.388 -1.368 0.027
H -1.886 1.653 -0.191
H -1.873 0.539 1.177
H -1.551 -0.591 -1.665